Entry from the OMol25 dataset: one molecule with the formula C23H23N5O6 (the ωB97M-V functional and the def2-TZVPD basis).

Output
HOMO-LUMO gap, eV: 7.95
Relative energy (zero: lowest compared OMol25 entry of this formula, charge and spin), kcal/mol: 102.7
SMILES: COc1cc(C(c2c(C)[nH][nH]c2=O)c2c(C)[nH][nH]c2=O)ccc1OCc1ccc([N+](=O)[O-])cc1
LUMO energy, eV: -0.183
Calculated total energy, a.u.: -1615.3563
E_HOMO, Ha: -0.2988

Positions of all 57 atoms, in Å:
C: -2.244 -0.199 3.418
O: -2.512 -1.194 2.462
C: -1.525 -1.530 1.586
C: -0.246 -1.003 1.603
C: 0.703 -1.369 0.652
C: 2.036 -0.657 0.699
C: 1.812 0.820 0.893
C: 2.485 1.670 1.717
C: 3.646 1.409 2.604
N: 1.884 2.906 1.686
N: 0.939 2.874 0.673
C: 0.783 1.584 0.222
O: -0.067 1.250 -0.595
C: 2.949 -0.857 -0.474
C: 2.752 -0.787 -1.818
C: 1.542 -0.486 -2.623
N: 3.928 -1.099 -2.469
N: 4.929 -1.138 -1.503
C: 4.363 -1.104 -0.243
O: 4.984 -1.218 0.800
C: 0.384 -2.350 -0.267
C: -0.896 -2.879 -0.303
C: -1.866 -2.458 0.587
O: -3.177 -2.903 0.516
C: -3.874 -2.447 -0.637
C: -3.577 -0.990 -0.888
C: -3.876 -0.056 0.100
C: -3.384 1.230 0.016
C: -2.626 1.593 -1.089
N: -1.980 2.870 -1.126
O: -1.855 3.474 -0.073
O: -1.604 3.298 -2.194
C: -2.407 0.703 -2.132
C: -2.869 -0.592 -2.016
H: -3.172 -0.064 3.971
H: -1.963 0.747 2.942
H: -1.455 -0.506 4.111
H: 0.025 -0.266 2.342
H: 2.594 -1.027 1.570
H: 4.238 0.587 2.207
H: 4.274 2.293 2.687
H: 3.308 1.136 3.603
H: 2.408 3.763 1.804
H: 0.194 3.560 0.637
H: 1.781 0.239 -3.400
H: 1.166 -1.386 -3.106
H: 0.764 -0.076 -1.984
H: 4.163 -0.646 -3.343
H: 5.804 -1.591 -1.717
H: 1.124 -2.699 -0.969
H: -1.155 -3.618 -1.048
H: -3.600 -3.046 -1.516
H: -4.932 -2.611 -0.412
H: -4.443 -0.368 0.963
H: -3.559 1.951 0.800
H: -1.819 1.022 -2.978
H: -2.648 -1.310 -2.792

Results of the Mulliken charge analysis, in e, for atoms 1 through 6: -0.9852 -0.4887 0.7123 -0.4817 -1.7654 2.0143